Here is one molecule with the formula C6H9FN2 from the Open Molecules 2025 dataset. Energies are from the ωB97M-V functional and the def2-TZVPD basis.

For the total energy, the calculation gives -12062.9032 eV. As for the relative energy (zero: lowest compared OMol25 entry of this formula, charge and spin): 42.3 kcal per mole. As for the structure (SMILES): C=N/C(C)=C\C(F)=N\C.

```
18
Properties=species:S:1:pos:R:3:lowdin_charge:R:1
C -0.080 1.219 0.014 0.025
C 0.962 0.370 -0.611 -0.374
C -0.907 -1.663 1.002 0.011
C -0.960 0.724 0.911 -0.381
C -2.044 1.348 1.711 -0.018
C 2.228 -0.699 -2.218 -0.101
N 1.334 0.377 -1.798 0.074
N -0.750 -0.491 1.432 0.026
F 1.537 -0.475 0.328 0.019
H 0.009 2.246 -0.450 0.132
H -0.557 -2.593 1.493 0.089
H -1.179 -1.934 0.018 0.068
H -2.914 0.767 1.378 0.096
H -2.290 2.381 1.338 0.106
H -1.807 1.286 2.682 0.041
H 2.388 -1.468 -1.585 0.031
H 1.908 -1.202 -3.126 0.077
H 3.124 -0.193 -2.518 0.076
```


Here is a 2-piece molecular cluster, C6H15NO4S overall from the Open Molecules 2025 dataset. Energies are from the ωB97M-V functional and the def2-TZVPD basis.

For the total energy, the calculation gives -26975.9463 eV. As for the relative energy (zero: lowest compared OMol25 entry of this formula, charge and spin): 94.8 kcal per mole.

```
27
Properties=species:S:1:pos:R:3:lowdin_charge:R:1
C -2.153 2.319 0.760 -0.059
C 2.854 -1.110 0.731 -0.020
C 2.548 1.053 -0.534 -0.091
C 1.373 -0.975 -1.033 0.026
C -2.451 1.282 -0.428 -0.223
C -0.670 -0.345 0.036 -0.294
N 2.258 -0.301 -0.350 -0.287
O -3.053 -1.721 -0.031 -0.158
O -1.275 -2.225 -1.627 -0.306
O -0.983 -2.838 0.726 -0.317
O -1.232 0.637 -0.838 -0.223
S -1.417 -1.872 -0.240 0.576
H -1.709 3.182 0.353 0.038
H -3.141 2.667 1.286 0.105
H -1.602 1.825 1.532 0.034
H 3.049 -0.392 1.509 0.076
H 2.092 -1.882 1.025 0.108
H 3.821 -1.632 0.511 0.104
H 2.527 1.740 0.461 0.132
H 3.656 1.211 -0.858 0.115
H 1.879 1.641 -1.203 0.101
H 1.329 -2.076 -1.038 0.114
H 0.941 -0.695 -1.984 0.106
H -2.778 1.910 -1.289 0.120
H -3.199 0.497 -0.229 0.094
H -0.564 -0.059 1.134 0.114
H -3.443 -2.519 0.100 0.015
```


Here is C26H43MgN3OS as an isolated structure from the Open Molecules 2025 dataset. Energies are from the ωB97M-V functional and the def2-TZVPD basis.

For the total energy, the calculation gives -50429.4558 eV. Its total charge is +2.

```
75
Properties=species:S:1:pos:R:3:lowdin_charge:R:1
C 3.930 -5.365 2.418 -0.125
C 3.570 -5.030 0.867 -0.225
C 2.738 -3.631 0.712 -0.236
C 3.683 -2.404 0.207 -0.210
C 3.469 -2.180 -1.375 -0.216
C 4.267 -0.844 -1.810 -0.208
C 3.237 0.394 -1.802 -0.238
C 3.885 1.792 -2.272 -0.211
C 3.085 3.089 -1.761 -0.212
C 1.497 3.018 -2.032 -0.219
C 0.650 4.091 -1.180 -0.208
C 0.340 3.578 0.339 -0.219
C -0.815 4.528 0.918 -0.207
C -1.254 4.211 2.433 -0.185
C -1.084 2.679 2.874 -0.178
C -2.314 1.719 2.372 -0.162
C -1.816 0.440 1.506 -0.215
C -0.537 -0.401 2.000 -0.062
C -0.073 -1.630 1.175 0.081
C -0.766 -2.124 -0.137 -0.223
N -0.474 -3.239 -0.994 -0.218
S -1.626 -3.248 -2.283 1.088
N -2.511 -1.874 -1.821 -0.260
C -2.027 -1.279 -0.600 -0.172
C -2.564 -0.035 0.207 -0.009
C -3.870 0.692 -0.347 -0.043
C -5.149 -0.146 0.154 -0.323
O -5.412 -0.081 1.405 0.026
N -6.030 -0.973 -0.688 -0.180
C -6.396 -0.293 -1.972 -0.087
C -5.498 -2.357 -0.896 -0.094
H 5.068 -5.456 2.564 0.079
H 3.585 -4.537 3.143 0.064
H 3.446 -6.341 2.762 0.072
H 4.507 -4.950 0.213 0.108
H 2.858 -5.864 0.528 0.102
H 2.426 -3.345 1.795 0.075
H 1.837 -3.768 0.015 0.075
H 4.778 -2.571 0.496 0.123
H 3.276 -1.466 0.756 0.098
H 2.353 -2.030 -1.657 0.095
H 3.861 -3.130 -1.906 0.123
H 4.726 -1.008 -2.861 0.127
H 5.099 -0.680 -1.042 0.112
H 2.753 0.553 -0.762 0.109
H 2.413 0.125 -2.571 0.111
H 4.010 1.801 -3.408 0.119
H 4.945 1.857 -1.807 0.120
H 3.474 3.980 -2.389 0.120
H 3.339 3.355 -0.662 0.113
H 1.352 3.310 -3.146 0.124
H 1.038 1.979 -1.891 0.090
H -0.395 4.214 -1.667 0.111
H 1.150 5.138 -1.163 0.132
H 0.062 2.460 0.311 0.093
H 1.324 3.645 0.945 0.125
H -0.375 5.603 0.926 0.132
H -1.725 4.598 0.202 0.120
H -2.370 4.499 2.573 0.126
H -0.642 4.920 3.113 0.135
H -0.053 2.224 2.642 0.114
H -1.164 2.666 4.035 0.123
H -3.074 2.385 1.843 0.143
H -2.872 1.290 3.321 0.038
H 0.056 -0.105 2.946 0.107
H 0.828 -2.223 1.553 0.086
H -3.969 1.752 0.109 0.128
H -3.792 0.834 -1.478 0.134
H -7.328 -0.834 -2.400 0.121
H -6.749 0.768 -1.714 0.112
H -5.583 -0.330 -2.778 0.096
H -5.291 -2.618 -2.001 0.097
H -4.542 -2.596 -0.318 0.074
H -6.324 -3.087 -0.533 0.113
Mg -2.448 -0.116 3.746 1.332
```


Here is an isolated ion of composition C19H33N2O2 and charge +1 from the Open Molecules 2025 dataset. Energies are from the ωB97M-V functional and the def2-TZVPD basis.

For the total energy, the calculation gives -27308.9378 eV. Its total charge is +1. As for the relative energy (zero: lowest compared OMol25 entry of this formula, charge and spin): 1.4 kcal per mole. As for the structure (SMILES): CC[NH+](CC)CCN[C@H](C(=O)OCCC(C)C)c1ccccc1.

```
56
Properties=species:S:1:pos:R:3:lowdin_charge:R:1
C -3.494 -1.046 -2.275 -0.042
C -3.875 -1.219 -0.814 -0.171
N -3.345 -0.114 0.022 -0.142
C -3.200 -0.469 1.450 -0.097
H -2.786 0.403 1.957 0.125
H -4.183 -0.686 1.874 0.144
C -2.265 -1.675 1.669 -0.168
N -1.193 -1.691 0.692 -0.001
H -0.942 -2.642 0.449 0.134
C 0.021 -0.958 1.028 -0.186
C 1.243 -1.659 0.466 -0.200
C 2.268 -2.086 1.297 -0.037
C 3.380 -2.714 0.759 -0.064
C 3.474 -2.911 -0.608 -0.065
C 2.451 -2.487 -1.440 -0.061
C 1.338 -1.863 -0.906 -0.037
H 0.539 -1.530 -1.553 0.119
H 2.521 -2.637 -2.506 0.111
H 4.344 -3.394 -1.025 0.110
H 4.173 -3.043 1.411 0.113
H 2.202 -1.927 2.363 0.121
C 0.003 0.418 0.373 -0.423
O -0.855 0.762 -0.427 0.073
O 1.017 1.156 0.725 0.049
C 1.193 2.418 0.058 -0.137
C 2.586 2.977 0.315 -0.135
H 2.616 3.944 -0.191 0.126
H 2.703 3.155 1.384 0.120
C 3.764 2.115 -0.174 -0.410
C 4.110 1.015 0.827 -0.064
H 4.357 1.442 1.795 0.083
H 4.969 0.448 0.476 0.083
H 3.278 0.328 0.952 0.049
C 3.522 1.520 -1.559 -0.065
H 4.440 1.072 -1.932 0.084
H 2.767 0.737 -1.522 0.065
H 3.210 2.287 -2.264 0.084
H 4.627 2.786 -0.241 0.135
H 1.010 2.271 -1.010 0.127
H 0.438 3.112 0.444 0.135
H 0.145 -0.825 2.113 0.163
H -2.833 -2.603 1.577 0.124
H -1.896 -1.627 2.704 0.130
C -4.154 1.120 -0.150 -0.166
C -3.446 2.377 0.330 -0.050
H -4.018 3.244 0.013 0.092
H -2.456 2.442 -0.114 0.069
H -3.360 2.419 1.412 0.078
H -4.364 1.227 -1.213 0.123
H -5.101 0.984 0.379 0.138
H -2.352 0.091 -0.306 0.112
H -3.442 -2.150 -0.457 0.112
H -4.959 -1.264 -0.690 0.140
H -3.987 -0.197 -2.739 0.076
H -3.783 -1.935 -2.828 0.091
H -2.419 -0.921 -2.370 0.082
```


no.,HOMO-LUMO gap (eV),strongest force on any atom (eV/Å),HOMO (Ha)
1,9.283,6.1,-0.313
2,8.310,5.0,-0.291
3,3.897,6.0,-0.519
4,10.092,0.9,-0.444